Record 1
This record from the OMol25 dataset describes a 2-piece molecular cluster, C9H13NO2 overall. The level of theory is wB97M-V/def2-TZVPD.

Each line ends with the natural charge from an NBO analysis.
Positions of all 25 atoms, in Å:
C: 3.414561 -0.132993 1.070438  -0.715
C: 3.406552 -1.034016 -0.162304  0.682
O: 3.225533 -0.620941 -1.284411  -0.612
N: 3.608306 -2.396978 0.009100  -0.844
H: 3.845369 -0.627970 1.926361  0.210
H: 2.357614 0.014573 1.353075  0.246
H: 3.497280 -2.906595 -0.852281  0.397
H: 3.517423 -2.921926 0.865037  0.391
H: 4.040407 0.708827 0.835737  0.244
C: -2.766336 -0.093783 -2.455631  -0.625
C: -0.510403 1.431969 0.245631  -0.270
C: -1.203288 1.050334 1.387031  0.283
C: -1.028154 1.087327 -1.031375  -0.186
C: -2.209296 0.403118 -1.126002  -0.043
C: -2.512162 0.504918 1.250507  -0.271
C: -3.004829 0.255941 -0.002820  -0.197
O: -0.743028 1.446478 2.624205  -0.674
H: 0.440190 1.955480 0.202589  0.227
H: -0.424259 1.307533 -1.905719  0.217
H: -3.007959 0.315037 2.200580  0.205
H: -1.128075 0.812467 3.260982  0.473
H: -2.214530 0.349365 -3.284102  0.216
H: -3.735204 0.417010 -2.550914  0.214
H: -4.012083 -0.154140 -0.084795  0.211
H: -2.853631 -1.171035 -2.490920  0.220

Atoms 1-3, force components in eV/Å:
C -0.46 -1.45 -0.23
C -0.05 -0.93 0.44
O 0.07 0.52 -0.11

Calculated values
Molar mass (g mol⁻¹): 167.208
Highest occupied orbital energy (eV): -8.4
Frontier orbital gap (eV): 9.13
SMILES: Cc1ccc(O)cc1.CC(N)=O
Energy relative to the best compared isomer or geometry (same formula, charge and spin) (kJ/mol): 62.7
Total energy (Eh): -555.97985

***

Record 2
This record from the OMol25 dataset describes a 3-piece molecular cluster, C4H13NO2 overall. The level of theory is wB97M-V/def2-TZVPD.

Each line ends with the natural charge from an NBO analysis.
Positions of all 20 atoms, in Å:
C: 0.741848 -0.671029 -1.126331  0.311
C: 0.795635 -2.049824 -1.665871  -0.680
N: 1.588435 -0.233433 -0.227286  -0.694
O: 0.119327 -1.426477 1.025086  -0.652
O: -0.547079 -2.180052 2.046928  -0.486
H: -0.243161 -3.082382 1.875301  0.432
H: 0.101807 0.054227 -1.620282  0.196
H: 1.454456 0.731067 0.053526  0.398
H: 1.572441 -0.895305 0.622394  0.458
H: 1.349216 -2.710675 -1.002731  0.242
H: 1.286747 -2.030659 -2.648262  0.233
H: -0.211674 -2.440568 -1.807800  0.249
C: -1.035197 2.372599 -0.157341  -0.605
C: -0.960650 1.854019 1.280416  -0.634
H: -0.686627 0.796641 1.319855  0.247
H: -1.370172 3.411651 -0.198223  0.208
H: -0.061095 2.340662 -0.658202  0.174
H: -1.731570 1.779523 -0.755321  0.202
H: -0.234599 2.423278 1.867578  0.195
H: -1.928088 1.956739 1.776566  0.209

Atoms 1-3, force components in eV/Å:
C 0.41 0.06 0.42
C -0.02 -0.08 0.06
N -0.47 -0.05 -0.42

Calculated values
Molar mass (g mol⁻¹): 107.153
Highest occupied orbital energy (eV): -7.8
Frontier orbital gap (eV): 8.00
Energy relative to the best compared isomer or geometry (same formula, charge and spin) (kJ/mol): 496.6
Total energy (Eh): -365.25333

***

Record 3
This record from the OMol25 dataset describes a 2-piece molecular cluster, CH3BrO3S overall. The level of theory is wB97M-V/def2-TZVPD.

Each line ends with the natural charge from an NBO analysis.
Positions of all 9 atoms, in Å:
C: -1.224033 -0.526315 -0.009871  -0.278
O: 1.413242 2.158519 -0.822246  -0.810
O: 0.590871 1.173790 1.283022  -0.856
O: -0.244172 0.146684 -0.859219  -0.686
S: 0.951768 0.993041 -0.139300  2.052
Br: 2.886376 -1.986566 -0.157543  -0.062
H: -0.811466 -0.442847 1.012225  0.226
H: -1.382991 -1.526521 -0.418381  0.211
H: -2.179592 0.010212 0.111315  0.203

Atoms 1-3, force components in eV/Å:
C 0.30 0.56 1.32
O -0.35 -0.14 -1.11
O 0.45 -0.50 -1.78

Calculated values
Molar mass (g mol⁻¹): 175.003
Highest occupied orbital energy (spin up / spin down) (eV): -11.4 / -10.4
Frontier orbital gap (spin up / spin down) (eV): 8.79 / 6.63
Energy relative to the best compared isomer or geometry (same formula, charge and spin) (kJ/mol): 239.3
Total energy (Eh): -3237.69938

***

Record 4
This record from the OMol25 dataset describes an isolated molecule of C19H18N2O5S2. The level of theory is wB97M-V/def2-TZVPD.

Each line ends with the natural charge from an NBO analysis.
Positions of all 46 atoms, in Å:
C: -3.602465 -2.239068 3.032582  -0.249
H: -4.244031 -1.451290 2.624291  0.175
O: -2.241888 -1.973980 2.794054  -0.507
C: -1.799458 -1.917614 1.502116  0.239
C: -2.630996 -2.064715 0.402208  -0.268
C: -2.111616 -2.026013 -0.881167  -0.213
C: -0.763633 -1.834419 -1.066900  -0.180
C: 0.099168 -1.674605 0.018899  -0.203
C: -0.414716 -1.712926 1.319276  0.343
O: 0.431558 -1.640995 2.401596  -0.545
C: 0.207405 -0.611958 3.358275  -0.264
H: 0.914581 -0.807561 4.163109  0.190
H: -0.807583 -0.638049 3.750840  0.199
H: 0.413076 0.363879 2.912390  0.201
C: 1.517666 -1.381651 -0.354834  0.665
O: 1.822814 -1.181155 -1.521632  -0.655
N: 2.428707 -1.326610 0.641392  -0.617
H: 2.089117 -1.418371 1.589994  0.428
C: 3.743223 -0.782876 0.408481  -0.235
H: 4.440490 -1.190847 1.141419  0.209
H: 4.053881 -1.074613 -0.599012  0.237
C: 3.735374 0.755502 0.497966  -0.232
N: 2.795741 1.288260 -0.468638  -0.483
C: 3.157254 1.387129 -1.790066  0.569
O: 4.265935 1.280705 -2.223450  -0.568
S: 1.713220 1.775646 -2.745176  0.300
C: 0.660257 1.642667 -1.341905  -0.302
C: -0.683992 1.604084 -1.514561  -0.076
C: -1.744884 1.445944 -0.582852  -0.267
C: -1.802492 1.477318 0.792151  -0.208
C: -3.091840 1.262454 1.298094  -0.267
C: -4.021009 1.069571 0.318653  -0.394
S: -3.338120 1.157322 -1.245527  0.453
H: -5.072514 0.888268 0.427964  0.235
H: -3.324633 1.257008 2.348353  0.226
H: -0.941849 1.666549 1.402379  0.263
H: -1.013112 1.673862 -2.545296  0.214
C: 1.466744 1.447132 -0.137189  0.674
O: 1.084809 1.428265 1.016491  -0.616
H: 4.727209 1.151218 0.274030  0.233
H: 3.401896 1.085038 1.485077  0.228
H: -0.332687 -1.793186 -2.055315  0.246
H: -2.770135 -2.145663 -1.727482  0.219
H: -3.689120 -2.221280 0.536457  0.221
H: -3.901929 -3.206673 2.618899  0.181
H: -3.707860 -2.264545 4.116334  0.202

Atoms 1-3, force components in eV/Å:
C -0.22 -0.04 0.05
H 0.02 -0.05 -0.01
O 0.42 0.03 -0.16

Calculated values
Molar mass (g mol⁻¹): 418.496
Highest occupied orbital energy (eV): -8.1
Frontier orbital gap (eV): 7.62
SMILES: COc1cccc(C(=O)NCCN2C(=O)S/C(=C/c3cccs3)C2=O)c1OC
Energy relative to the best compared isomer or geometry (same formula, charge and spin) (kJ/mol): 91.2
Total energy (Eh): -2016.94072

***

Q: The highest total energy belongs to which entry?
A: C4H13NO2

***

Repeat the fourth record exactly.
This record from the OMol25 dataset describes an isolated molecule of C19H18N2O5S2. The level of theory is wB97M-V/def2-TZVPD.

Each line ends with the natural charge from an NBO analysis.
Positions of all 46 atoms, in Å:
C: -3.602465 -2.239068 3.032582  -0.249
H: -4.244031 -1.451290 2.624291  0.175
O: -2.241888 -1.973980 2.794054  -0.507
C: -1.799458 -1.917614 1.502116  0.239
C: -2.630996 -2.064715 0.402208  -0.268
C: -2.111616 -2.026013 -0.881167  -0.213
C: -0.763633 -1.834419 -1.066900  -0.180
C: 0.099168 -1.674605 0.018899  -0.203
C: -0.414716 -1.712926 1.319276  0.343
O: 0.431558 -1.640995 2.401596  -0.545
C: 0.207405 -0.611958 3.358275  -0.264
H: 0.914581 -0.807561 4.163109  0.190
H: -0.807583 -0.638049 3.750840  0.199
H: 0.413076 0.363879 2.912390  0.201
C: 1.517666 -1.381651 -0.354834  0.665
O: 1.822814 -1.181155 -1.521632  -0.655
N: 2.428707 -1.326610 0.641392  -0.617
H: 2.089117 -1.418371 1.589994  0.428
C: 3.743223 -0.782876 0.408481  -0.235
H: 4.440490 -1.190847 1.141419  0.209
H: 4.053881 -1.074613 -0.599012  0.237
C: 3.735374 0.755502 0.497966  -0.232
N: 2.795741 1.288260 -0.468638  -0.483
C: 3.157254 1.387129 -1.790066  0.569
O: 4.265935 1.280705 -2.223450  -0.568
S: 1.713220 1.775646 -2.745176  0.300
C: 0.660257 1.642667 -1.341905  -0.302
C: -0.683992 1.604084 -1.514561  -0.076
C: -1.744884 1.445944 -0.582852  -0.267
C: -1.802492 1.477318 0.792151  -0.208
C: -3.091840 1.262454 1.298094  -0.267
C: -4.021009 1.069571 0.318653  -0.394
S: -3.338120 1.157322 -1.245527  0.453
H: -5.072514 0.888268 0.427964  0.235
H: -3.324633 1.257008 2.348353  0.226
H: -0.941849 1.666549 1.402379  0.263
H: -1.013112 1.673862 -2.545296  0.214
C: 1.466744 1.447132 -0.137189  0.674
O: 1.084809 1.428265 1.016491  -0.616
H: 4.727209 1.151218 0.274030  0.233
H: 3.401896 1.085038 1.485077  0.228
H: -0.332687 -1.793186 -2.055315  0.246
H: -2.770135 -2.145663 -1.727482  0.219
H: -3.689120 -2.221280 0.536457  0.221
H: -3.901929 -3.206673 2.618899  0.181
H: -3.707860 -2.264545 4.116334  0.202

Atoms 1-3, force components in eV/Å:
C -0.22 -0.04 0.05
H 0.02 -0.05 -0.01
O 0.42 0.03 -0.16

Calculated values
Molar mass (g mol⁻¹): 418.496
Highest occupied orbital energy (eV): -8.1
Frontier orbital gap (eV): 7.62
SMILES: COc1cccc(C(=O)NCCN2C(=O)S/C(=C/c3cccs3)C2=O)c1OC
Energy relative to the best compared isomer or geometry (same formula, charge and spin) (kJ/mol): 91.2
Total energy (Eh): -2016.94072

***

Q: Which of these has the lowest total energy?
A: CH3BrO3S

***

Q: Which value of molar mass does entry 1 give?
A: 167.208 g mol⁻¹